# C64H149N2O3P3

A cluster of 6 separate species, C64H149N2O3P3 in total at a distorted geometry (ωB97M-V with the def2-TZVPD basis set, the Open Molecules 2025 dataset).

The geometry in XYZ format:
```
221
Properties=species:S:1:pos:R:3:mulliken_charge:R:1
O 22.12423 7.90411 10.38356 -0.02
H 22.81092 7.22218 10.51761 -0.69
C 25.12794 4.69657 4.66470 -1.36
C 23.84265 4.71890 5.53573 -0.35
C 23.44439 6.13243 6.04877 0.52
C 22.35423 6.05834 7.08140 -1.23
P 21.06144 7.39648 7.00185 0.01
C 20.00394 7.06911 8.38295 -0.99
C 19.35570 8.20412 9.05948 1.16
C 18.34035 8.80438 8.12938 0.19
C 17.01030 8.01154 8.03640 -2.02
C 20.20574 7.50085 5.41125 -0.83
C 19.54721 6.19231 4.98877 -0.46
C 18.51456 6.37602 3.86345 -0.75
C 19.07277 6.60802 2.37422 -1.23
C 22.03342 8.93667 7.22096 -0.11
C 21.39648 10.23258 6.70381 -0.46
C 22.44957 11.41972 6.85415 0.73
C 21.99327 12.72697 6.26223 -1.63
H 25.01662 4.93994 3.60806 0.35
H 25.55478 3.70182 4.79263 0.40
H 25.90758 5.29187 5.13997 0.29
H 23.94361 4.12297 6.44280 0.32
H 23.03443 4.27428 4.95505 0.39
H 23.37034 6.80740 5.19610 0.59
H 24.30434 6.48996 6.61512 -0.90
H 22.77661 5.77317 8.04492 0.33
H 21.78177 5.14497 6.91972 0.84
H 20.58176 6.54343 9.14314 -0.26
H 19.24273 6.35633 8.06578 1.28
H 20.06078 9.00080 9.29668 -0.48
H 18.86658 7.81244 9.95135 0.39
H 18.70841 9.09491 7.14540 0.27
H 18.19513 9.81285 8.51669 -0.49
H 16.36000 7.82970 8.89206 0.38
H 17.04038 7.11432 7.41818 0.33
H 16.42898 8.59142 7.31953 0.49
H 20.80980 7.92873 4.61116 0.74
H 19.34931 8.16706 5.51516 0.64
H 19.02286 5.84707 5.87982 0.36
H 20.30043 5.45055 4.72316 0.29
H 17.80095 7.19003 3.99095 0.33
H 17.90821 5.48267 3.71395 0.46
H 19.42694 5.69282 1.89983 0.32
H 19.91094 7.30478 2.36386 0.30
H 18.44466 7.18712 1.69730 0.38
H 23.06721 8.73281 6.94198 0.94
H 22.10138 9.00876 8.30644 -0.75
H 20.46896 10.38303 7.25624 -0.21
H 21.08607 10.12191 5.66482 0.44
H 23.38140 11.23145 6.32089 0.51
H 22.56658 11.66631 7.90942 -0.55
H 22.65879 13.10089 5.48418 0.38
H 22.05824 13.41682 7.10365 0.37
H 20.97238 12.74807 5.88088 0.40
C 17.26904 3.65062 13.74630 -1.47
C 17.71034 5.11866 13.34039 -0.13
C 19.14426 5.24388 12.68966 -0.79
C 19.53885 6.77250 12.41063 0.37
P 20.54112 7.75079 13.59166 -0.16
C 19.82656 7.65346 15.33283 -1.02
C 18.54624 8.48588 15.37290 -0.31
C 17.91275 8.61238 16.78644 -1.05
C 17.87020 7.35143 17.72105 -1.16
C 22.15516 6.83746 13.68768 -0.53
C 22.18467 5.41778 14.34993 -0.55
C 23.60770 5.07801 14.98487 -0.69
C 23.63682 3.63412 15.52380 -1.03
C 20.60416 9.44773 13.08914 0.18
C 21.25332 10.40156 14.04828 -1.36
C 21.11935 11.86712 13.70541 0.46
C 21.76335 12.79750 14.75883 -1.82
H 18.07941 3.24733 14.35356 0.33
H 16.95374 2.96174 12.96264 0.36
H 16.37989 3.66259 14.37667 0.41
H 17.66223 5.68661 14.26948 0.04
H 17.09928 5.38710 12.47862 0.39
H 19.19058 4.77037 11.70897 0.57
H 19.85758 4.76442 13.36003 -0.02
H 18.63840 7.36026 12.23222 1.08
H 20.09274 6.83312 11.47381 -1.14
H 20.56009 7.91838 16.09431 0.69
H 19.66078 6.57922 15.41423 0.90
H 17.76749 8.03804 14.75558 0.34
H 18.64066 9.55307 15.17221 -0.08
H 16.97010 9.15964 16.78420 0.54
H 18.49676 9.37219 17.30580 0.35
H 17.30921 7.53358 18.63768 0.39
H 18.89109 7.09841 18.00718 0.30
H 17.41746 6.49668 17.21853 0.29
H 22.89519 7.45026 14.20238 0.94
H 22.61624 6.67792 12.71297 -0.13
H 21.84630 4.62036 13.68832 0.21
H 21.48719 5.49552 15.18395 0.47
H 23.73066 5.78417 15.80604 0.49
H 24.37205 5.28141 14.23487 0.42
H 24.40483 3.47022 16.27971 0.42
H 24.04948 2.98946 14.74776 -0.04
H 22.64143 3.26688 15.77364 0.35
H 19.55718 9.71072 12.93818 0.61
H 21.00296 9.44173 12.07473 0.16
H 22.26528 10.03889 14.22855 0.54
H 20.78629 10.21478 15.01528 0.63
H 20.04850 12.07048 13.70976 0.22
H 21.47215 12.03169 12.68730 -0.30
H 21.73813 13.79698 14.32466 0.45
H 22.78352 12.66859 15.12041 0.36
H 21.14177 12.79724 15.65423 0.39
C 28.86491 5.66864 12.88893 -0.98
C 29.26458 4.28015 12.36944 -0.54
C 28.12154 3.27642 12.56578 -0.31
C 28.53242 1.91758 12.13322 -1.44
P 27.28903 0.56924 12.15037 0.94
C 25.61838 1.38798 12.33130 -0.73
C 25.03636 1.97837 11.05780 -1.03
C 24.14154 3.09155 11.40859 -0.04
C 23.20713 3.71606 10.34509 -1.48
C 27.40640 -0.58920 10.79340 -0.99
C 28.86311 -1.00399 10.54228 -0.45
C 29.00964 -1.91551 9.30078 -0.67
C 30.12951 -2.92552 9.31908 -1.33
C 27.61495 -0.28102 13.75199 -1.08
C 26.39541 -0.80524 14.57069 -0.69
C 26.88646 -1.27310 16.07037 -0.64
C 28.12015 -2.13191 15.95470 -1.11
H 28.09457 5.98477 12.18555 -0.06
H 29.57304 6.49360 12.81074 0.42
H 28.37301 5.59527 13.85886 0.36
H 30.05514 3.97425 13.05466 0.39
H 29.65054 4.30752 11.35043 0.41
H 27.27974 3.61869 11.96386 -0.12
H 27.82695 3.22186 13.61380 0.46
H 29.41991 1.50179 12.61027 0.77
H 28.82936 1.96133 11.08536 0.65
H 25.86795 2.17155 13.04673 0.11
H 24.87423 0.84321 12.91229 0.95
H 24.62782 1.22513 10.38414 0.60
H 25.85464 2.44845 10.51232 0.39
H 24.84398 3.85363 11.74610 0.04
H 23.51683 2.84597 12.26738 0.29
H 23.79660 4.20469 9.56929 0.28
H 22.53752 4.45451 10.78600 0.20
H 22.59212 3.02928 9.76354 0.48
H 26.96728 -0.17220 9.88709 0.48
H 26.79680 -1.47410 10.97624 0.55
H 29.30465 -1.55863 11.37024 0.34
H 29.45913 -0.10608 10.37918 0.24
H 29.12343 -1.29502 8.41188 0.37
H 28.10591 -2.50949 9.16461 0.40
H 30.03199 -3.47952 10.25271 0.36
H 31.09228 -2.41792 9.25969 0.32
H 29.97163 -3.60497 8.48151 0.39
H 28.25452 0.33682 14.38233 0.68
H 28.23777 -1.07882 13.34740 0.54
H 25.80488 -1.61521 14.14254 0.41
H 25.73154 0.01873 14.83234 0.11
H 26.01928 -1.79479 16.47528 0.42
H 27.12787 -0.31571 16.53213 0.37
H 28.32157 -2.41751 16.98715 0.40
H 29.03161 -1.66944 15.57593 0.27
H 27.80468 -2.92281 15.27421 0.30
C 24.07690 10.94525 11.61939 -1.28
C 24.36840 10.58424 10.11313 0.48
N 25.54526 9.52341 9.93906 1.09
C 25.51448 8.54173 11.15130 -0.66
C 25.29061 8.78516 8.56269 0.56
C 26.44624 7.91634 8.12883 -1.68
C 26.84996 10.40878 9.97065 -0.67
C 27.28059 11.35311 8.76675 -1.22
O 26.35196 11.44186 7.78129 -0.13
C 26.62134 12.44826 6.78704 -0.69
H 23.81219 10.20584 12.37523 0.28
H 23.20323 11.54207 11.35745 0.13
H 24.83141 11.57972 12.08442 0.24
H 24.51944 11.47874 9.50885 0.48
H 23.47359 10.01777 9.85521 -0.32
H 24.51663 8.33671 11.53907 -0.09
H 25.99974 9.03890 11.99121 0.29
H 26.06371 7.64913 10.85178 0.21
H 24.94664 9.55126 7.86779 0.06
H 24.40773 8.16401 8.71364 0.09
H 26.16441 7.28580 7.28557 0.34
H 26.92294 7.24131 8.83960 0.16
H 27.20593 8.57307 7.70494 0.36
H 27.54927 9.57633 9.89253 0.53
H 26.90488 10.86987 10.95679 0.57
H 28.11096 10.90128 8.22412 0.44
H 27.53475 12.37622 9.04377 0.59
H 27.47475 12.33469 6.11854 0.32
H 26.84701 13.39685 7.27424 0.33
H 25.72876 12.43761 6.16151 0.12
C 17.63463 14.69876 12.33182 -1.57
C 18.83675 14.49756 11.48556 -0.38
N 18.72334 14.05136 9.98280 1.10
C 20.15065 13.87448 9.46938 -1.40
C 18.14338 12.59698 9.76860 -0.95
C 18.44331 11.58906 10.89120 -1.02
C 17.98613 15.25795 9.27417 -0.61
C 18.22254 15.26811 7.64469 -0.88
O 17.98083 13.95214 7.11839 -0.24
C 16.58605 13.61450 7.07074 -0.76
H 16.98985 13.82006 12.34757 0.31
H 17.12744 15.60036 11.98836 0.41
H 17.85716 14.88672 13.38218 0.45
H 19.54355 13.86525 12.02289 0.22
H 19.60161 15.27399 11.46937 0.60
H 20.65561 14.83639 9.55796 0.58
H 20.26308 13.56591 8.43003 0.36
H 20.69692 13.11171 10.02425 0.11
H 18.33731 12.26710 8.74797 0.52
H 17.08769 12.86809 9.75853 0.24
H 19.45353 11.17999 10.90575 -0.08
H 17.91122 10.64875 10.74696 0.65
H 18.32655 12.04404 11.87480 0.62
H 18.51488 16.16400 9.57015 0.36
H 16.95874 15.21782 9.63605 0.52
H 19.25541 15.51054 7.39468 0.30
H 17.56285 15.96517 7.12795 0.47
H 15.88520 14.10488 6.39514 0.41
H 16.04901 13.37766 7.98921 0.29
H 16.77251 12.63137 6.63855 0.25
```

LUMO: -6.8 eV
Frontier orbital gap: 8.7 eV
Charge: +4
Spin multiplicity: 1